# C61H46NO4P3SiTl

A structure of composition C61H46NO4P3SiTl (ωB97M-V/def2-TZVPD, the OMol25 dataset).

Calculated values
Net charge: +1
E, eV: -114116.9796
Relative energy (zero: lowest compared OMol25 entry of this formula, charge and spin), eV: 0.000

Element x y z (Å)
Tl: -0.97 2.20 -1.55
C: -0.51 6.97 3.43
C: -1.64 6.32 2.96
C: -1.54 5.04 2.44
C: -0.31 4.38 2.42
C: 0.82 5.04 2.89
C: 0.72 6.33 3.39
P: -0.27 2.71 1.72
C: 1.52 2.35 1.49
C: 2.41 1.62 2.53
C: 3.70 2.27 2.90
C: 4.72 2.40 2.07
C: 4.66 1.91 0.65
C: 2.23 3.10 0.35
C: -0.57 1.60 3.16
C: -0.90 2.19 4.38
C: -1.03 1.44 5.54
C: -0.82 0.08 5.50
C: -0.52 -0.52 4.28
C: -0.40 0.20 3.09
Si: -0.07 -0.79 1.50
C: 1.18 -2.19 1.63
C: 1.78 -2.54 2.85
C: 2.57 -3.67 2.96
C: 2.77 -4.48 1.86
C: 2.22 -4.13 0.64
C: 1.42 -2.99 0.51
P: 0.74 -2.49 -1.13
C: 0.49 -4.12 -1.92
C: -0.67 -4.79 -1.53
C: -0.98 -6.04 -2.05
C: -0.13 -6.63 -2.98
C: 1.02 -5.97 -3.38
C: 1.33 -4.72 -2.85
C: 2.23 -1.83 -1.96
C: 3.41 -1.50 -1.29
C: 4.49 -0.97 -1.98
C: 4.41 -0.76 -3.35
C: 3.24 -1.08 -4.03
C: 2.15 -1.59 -3.33
C: -1.69 -1.70 1.10
C: -1.90 -2.70 2.06
C: -2.94 -3.61 1.98
C: -3.81 -3.55 0.91
C: -3.64 -2.57 -0.05
C: -2.60 -1.64 0.04
P: -2.52 -0.31 -1.22
C: -3.36 -1.01 -2.67
C: -2.54 -1.59 -3.64
C: -3.09 -2.19 -4.76
C: -4.46 -2.21 -4.93
C: -5.29 -1.62 -3.98
C: -4.74 -1.02 -2.86
C: -3.72 0.90 -0.52
C: -4.00 0.97 0.84
C: -4.82 1.97 1.34
C: -5.37 2.92 0.49
C: -5.09 2.86 -0.87
C: -4.27 1.87 -1.37
H: -0.59 7.98 3.82
H: -2.60 6.82 2.98
H: -2.42 4.54 2.06
H: 1.79 4.55 2.88
H: 1.61 6.84 3.75
H: 1.88 1.32 3.43
H: 3.74 2.67 3.91
H: 5.63 2.89 2.41
H: 4.54 0.83 0.64
H: 1.90 4.08 0.01
H: -1.05 3.26 4.44
H: -1.28 1.93 6.48
H: -0.89 -0.52 6.39
H: -0.38 -1.60 4.28
H: 1.65 -1.90 3.71
H: 3.02 -3.92 3.91
H: 3.38 -5.37 1.94
H: 2.40 -4.75 -0.23
H: -1.34 -4.32 -0.81
H: -1.88 -6.55 -1.73
H: -0.37 -7.60 -3.39
H: 1.69 -6.43 -4.09
H: 2.24 -4.22 -3.17
H: 3.49 -1.66 -0.22
H: 5.40 -0.73 -1.45
H: 5.26 -0.37 -3.89
H: 3.17 -0.92 -5.10
H: 1.24 -1.83 -3.87
H: -1.21 -2.80 2.89
H: -3.05 -4.37 2.74
H: -4.62 -4.26 0.82
H: -4.33 -2.53 -0.88
H: -1.46 -1.57 -3.50
H: -2.44 -2.65 -5.50
H: -4.89 -2.67 -5.81
H: -6.36 -1.62 -4.12
H: -5.39 -0.57 -2.12
H: -3.59 0.23 1.52
H: -5.04 2.01 2.40
H: -6.02 3.69 0.88
H: -5.52 3.59 -1.55
H: -4.07 1.82 -2.44
O: 2.23 2.84 -5.05
C: 1.48 2.38 -4.04
O: 0.36 1.98 -4.17
C: 2.19 2.46 -2.72
C: 3.37 3.28 -2.53
C: 4.02 3.25 -1.36
C: 3.53 2.55 -0.17
C: 2.20 1.82 -0.52
N: 1.70 1.71 -1.80
C: 1.61 1.06 0.67
O: 2.49 0.46 1.62
O: 0.50 0.31 0.35
H: 1.71 2.78 -5.86
H: 3.77 3.81 -3.39
H: 4.99 3.72 -1.29
H: 5.60 2.12 0.14


# C61H57N4O2P2Pt

A structure of composition C61H57N4O2P2Pt in a non-equilibrium geometry (ωB97M-V/def2-TZVPD, the OMol25 dataset).

Calculated values
Net charge: +1
E, eV: -96059.0696

Element x y z (Å)
Pt: -0.24 0.38 0.63
C: -3.95 -5.09 -1.24
C: -3.35 -5.45 0.10
C: -3.67 -6.63 0.74
C: -3.12 -6.97 1.97
C: -2.21 -6.11 2.57
C: -1.86 -4.93 1.94
C: -2.44 -4.59 0.72
N: -2.10 -3.39 0.05
C: -1.58 -2.27 0.65
N: -2.20 -1.90 1.79
C: -1.63 -1.10 2.81
C: -0.72 -0.09 2.50
C: -0.10 0.55 3.58
C: -0.42 0.24 4.89
C: -1.38 -0.72 5.16
C: -2.00 -1.41 4.13
C: -3.03 -2.47 4.42
N: -0.63 -1.57 0.09
C: 0.10 -2.21 -0.96
C: 0.95 -3.26 -0.64
C: 1.68 -3.92 -1.61
C: 1.56 -3.52 -2.94
C: 0.71 -2.47 -3.26
C: -0.03 -1.80 -2.29
C: -0.98 -0.72 -2.69
H: -4.76 -5.77 -1.49
H: -3.21 -5.15 -2.04
H: -4.34 -4.07 -1.23
H: -4.38 -7.31 0.27
H: -3.40 -7.89 2.45
H: -1.76 -6.37 3.52
H: -1.12 -4.28 2.38
H: -1.85 -3.48 -0.93
H: -2.97 -2.50 2.06
H: 0.67 1.28 3.39
H: 0.08 0.75 5.70
H: -1.65 -0.95 6.18
H: -3.16 -2.59 5.50
H: -2.76 -3.44 4.01
H: -4.01 -2.19 4.01
H: 1.04 -3.56 0.40
H: 2.33 -4.74 -1.34
H: 2.12 -4.03 -3.71
H: 0.60 -2.17 -4.29
H: -0.84 -0.44 -3.73
H: -0.84 0.17 -2.08
H: -2.02 -1.03 -2.56
C: -1.83 2.97 -0.68
P: -0.41 2.68 0.45
C: 0.94 3.33 -0.60
C: 0.96 3.02 -1.96
C: 1.97 3.48 -2.78
C: 3.01 4.23 -2.25
C: 3.01 4.53 -0.90
C: 1.98 4.09 -0.08
C: -0.52 3.95 1.75
C: -1.37 5.05 1.63
C: -1.41 6.02 2.62
C: -0.58 5.92 3.73
C: 0.30 4.85 3.83
C: 0.32 3.88 2.85
P: -3.67 3.09 -0.26
C: -4.17 1.42 -0.84
C: -4.04 1.13 -2.20
C: -4.46 -0.08 -2.72
C: -5.03 -1.04 -1.89
C: -5.19 -0.76 -0.54
C: -4.78 0.46 -0.02
C: -3.90 3.02 1.53
C: -4.74 4.01 2.04
C: -5.00 4.10 3.40
C: -4.40 3.19 4.27
C: -3.57 2.20 3.77
C: -3.33 2.11 2.41
H: -1.76 2.17 -1.41
H: -1.59 3.90 -1.21
H: 0.17 2.42 -2.39
H: 1.96 3.24 -3.84
H: 3.80 4.59 -2.89
H: 3.81 5.13 -0.47
H: 1.99 4.35 0.97
H: -2.02 5.16 0.77
H: -2.09 6.86 2.52
H: -0.62 6.67 4.50
H: 0.96 4.78 4.68
H: 1.03 3.06 2.92
H: -3.62 1.88 -2.87
H: -4.36 -0.27 -3.78
H: -5.35 -1.99 -2.30
H: -5.66 -1.48 0.11
H: -4.94 0.67 1.03
H: -5.18 4.73 1.37
H: -5.66 4.87 3.78
H: -4.58 3.26 5.33
H: -3.10 1.50 4.44
H: -2.69 1.32 2.03
C: 5.85 -2.71 -1.58
O: 5.24 -1.78 -2.46
C: 6.03 -1.15 -3.37
C: 7.38 -1.42 -3.57
C: 8.08 -0.76 -4.57
C: 7.45 0.16 -5.39
C: 6.11 0.45 -5.17
C: 5.41 -0.18 -4.16
N: 4.02 0.10 -4.00
C: 3.31 0.31 -2.90
C: 3.73 0.60 -1.61
C: 5.06 0.99 -1.26
C: 5.39 1.27 0.03
C: 4.39 1.14 1.04
C: 3.11 0.80 0.75
C: 2.70 0.54 -0.60
O: 1.51 0.21 -0.90
H: 5.05 -3.08 -0.94
H: 6.61 -2.22 -0.97
H: 6.29 -3.54 -2.13
H: 7.89 -2.14 -2.95
H: 9.12 -0.99 -4.72
H: 7.99 0.67 -6.18
H: 5.60 1.19 -5.78
H: 3.49 0.08 -4.86
H: 2.24 0.25 -3.04
H: 5.81 1.09 -2.03
H: 6.39 1.58 0.29
H: 4.67 1.31 2.07
H: 2.36 0.69 1.53


# C61H59Br2N3O8PS3

A structure of composition C61H59Br2N3O8PS3 in a non-equilibrium geometry (ωB97M-V/def2-TZVPD, the OMol25 dataset).

Calculated values
Net charge: +1
E, eV: -266929.5642

Element x y z (Å)
C: -6.84 -4.19 -4.71
C: -6.40 -3.33 -3.49
C: -5.83 -1.95 -3.90
C: -4.35 -1.97 -4.21
N: -3.56 -2.89 -3.71
C: -2.24 -2.96 -3.92
C: -1.43 -4.09 -3.30
Br: -0.13 -3.52 -1.98
C: -2.31 -5.21 -2.69
C: -1.50 -6.26 -1.87
Br: -3.38 -6.16 -4.03
C: -1.61 -2.01 -4.70
C: -0.11 -1.98 -4.93
C: 0.42 -0.74 -4.12
C: 1.98 -0.72 -4.03
S: 2.59 -1.41 -2.47
C: 3.26 -0.03 -1.50
S: 4.27 1.00 -2.24
N: 2.90 0.02 -0.14
C: 1.53 -0.38 0.17
C: 0.39 0.20 -0.37
C: -0.85 -0.21 0.05
C: -1.01 -1.18 1.01
C: 0.13 -1.77 1.52
C: 1.38 -1.37 1.11
C: 3.12 1.33 0.45
C: 3.90 1.36 1.59
C: 4.15 2.52 2.29
C: 3.59 3.71 1.83
C: 2.83 3.66 0.69
C: 2.56 2.51 -0.01
C: -2.44 -1.03 -5.28
C: -1.75 0.00 -6.19
O: -1.12 -0.39 -7.14
O: -1.87 1.35 -6.00
O: -1.50 1.64 -4.65
C: -2.61 2.24 -3.97
C: -2.15 3.33 -2.98
N: -2.95 3.20 -1.75
C: -2.19 3.56 -0.56
C: -1.24 2.43 -0.08
C: -1.69 1.82 1.27
O: -1.17 1.34 -1.01
C: -3.82 -0.99 -5.04
P: -4.92 0.29 -5.80
S: -5.92 1.35 -4.49
H: -6.38 -3.78 -5.63
H: -6.55 -5.24 -4.60
H: -7.92 -4.09 -4.85
H: -7.32 -3.13 -2.93
H: -5.76 -3.90 -2.79
H: -6.05 -1.24 -3.09
H: -6.42 -1.60 -4.75
H: -3.99 -3.60 -3.12
H: -0.86 -4.54 -4.12
H: -3.01 -4.74 -1.99
H: -0.51 -6.42 -2.29
H: -1.40 -5.87 -0.85
H: -2.09 -7.18 -1.85
H: 0.15 -1.81 -5.97
H: 0.36 -2.92 -4.63
H: 0.01 -0.78 -3.10
H: 0.12 0.17 -4.64
H: 2.32 -1.40 -4.83
H: 2.41 0.26 -4.26
H: 0.46 1.00 -1.11
H: -1.77 0.23 -0.35
H: -2.00 -1.49 1.35
H: 0.07 -2.54 2.29
H: 2.27 -1.82 1.55
H: 4.32 0.43 1.96
H: 4.76 2.47 3.19
H: 3.78 4.60 2.42
H: 2.40 4.60 0.32
H: 1.94 2.49 -0.90
H: -3.32 2.69 -4.67
H: -3.12 1.44 -3.41
H: -1.08 3.29 -2.78
H: -2.37 4.30 -3.45
H: -3.77 3.78 -1.85
H: -1.67 4.52 -0.71
H: -2.92 3.73 0.25
H: -0.21 2.79 0.01
H: -2.69 1.41 1.11
H: -1.03 0.97 1.46
H: -1.66 2.55 2.09
H: -2.05 0.96 -1.10
H: -4.19 1.11 -6.68
H: -5.87 -0.40 -6.59
C: 6.95 -6.49 5.55
C: 7.89 -7.23 4.84
C: 8.18 -6.90 3.52
C: 7.52 -5.84 2.91
C: 6.56 -5.12 3.62
C: 6.29 -5.44 4.94
C: 5.81 -4.01 2.96
O: 4.98 -3.37 3.58
C: 6.10 -3.71 1.53
C: 5.37 -2.72 0.89
C: 5.64 -2.41 -0.43
C: 6.64 -3.09 -1.12
C: 7.36 -4.08 -0.49
C: 7.09 -4.40 0.84
C: 7.86 -5.50 1.50
O: 8.73 -6.09 0.90
H: 6.73 -6.74 6.58
H: 8.40 -8.06 5.31
H: 8.91 -7.48 2.97
H: 5.56 -4.86 5.49
H: 4.60 -2.18 1.42
H: 5.06 -1.64 -0.93
H: 6.84 -2.85 -2.16
H: 8.14 -4.62 -1.02
C: 1.53 5.98 4.95
C: 0.97 5.19 3.95
C: -0.40 5.05 3.86
C: -1.23 5.70 4.77
C: -0.67 6.48 5.78
C: 0.71 6.63 5.86
C: -1.53 7.14 6.79
O: -1.05 7.82 7.67
C: -3.00 6.94 6.71
C: -3.83 7.51 7.68
C: -5.20 7.34 7.60
C: -5.76 6.62 6.56
C: -4.95 6.05 5.59
C: -3.57 6.20 5.67
C: -2.70 5.56 4.65
O: -3.19 4.92 3.73
H: 2.61 6.10 5.01
H: 1.61 4.67 3.24
H: -0.83 4.43 3.08
H: 1.15 7.24 6.64
H: -3.39 8.08 8.49
H: -5.84 7.78 8.36
H: -6.83 6.50 6.50
H: -5.38 5.48 4.78


no.,HOMO-LUMO gap (Eh),LUMO (eV)
1,0.2611,-2.78
2,0.2731,-2.62
3,0.2028,-4.42